C3H6N2O2 | ωB97M-V with the def2-TZVPD basis set

Values from the calculation:
- HOMO-LUMO gap (spin up / spin down): 8.147 / 7.704 eV
- LUMO energy (spin up / spin down): -0.0040 / -0.0280 Eh
- HOMO (spin up / spin down): -0.3033 / -0.3111 hartree
- Net charge: 0
- Multiplicity: 1
- Molecular weight: 102.093 Da
- F_max: 1.2 eV Å⁻¹
- Energy above the lowest of the compared OMol25 structures with the same formula, charge and spin: 584.2 kJ/mol

The geometry in XYZ format:
```
13
Properties=species:S:1:pos:R:3:forces:R:3:lowdin_charge:R:1
N 0.13536 0.49313 -1.94523 0.073 -0.018 0.240 0.189
C 0.39075 -0.26783 -0.85119 -0.093 0.280 -0.122 -0.485
O -0.66392 -0.91421 -0.37240 -0.099 0.087 -0.063 0.022
C 1.55189 -0.25996 -0.09997 0.122 -0.049 -0.033 0.097
O 0.12576 0.55076 1.24686 0.852 -0.172 0.048 -0.032
C -0.80906 -0.40304 1.05266 0.443 -0.027 0.194 -0.597
N -1.79060 0.52206 1.23344 -1.236 -0.108 -0.040 0.189
H -0.83633 0.76014 -2.03632 0.119 -0.059 -0.067 0.121
H 0.80970 1.20242 -2.19172 -0.009 -0.171 -0.041 0.114
H 2.36569 0.41552 -0.34063 -0.143 -0.063 0.020 0.082
H 1.77345 -1.11172 0.53045 -0.099 0.158 -0.050 0.087
H -0.75257 -1.30411 1.67542 -0.055 0.080 -0.110 0.151
H -2.30010 0.31685 2.09863 0.124 0.062 0.024 0.062
```
Forces are in eV/Å.